Entry from the Open Molecules 2025 dataset: a 7-piece molecular cluster, C32H86N10O8P2 overall at a distorted geometry (the ωB97M-V functional and the def2-TZVPD basis).

- Energy above the lowest of the compared OMol25 structures with the same formula, charge and spin: 0.0 kcal/mol

The geometry in ORCA input format:
```
! RIJCOSX wB97M-V def2-TZVPD def2/J DEFGRID3
* xyz 0 1
P 15.08734 2.41727 -9.28294
P 20.67739 5.46189 -5.78118
O 6.96506 2.47402 -8.39656
O 13.52618 -1.25658 -2.70041
O 7.85652 0.59421 -9.52708
O 13.01002 -5.71174 -4.88276
O 12.22193 6.09622 -5.41366
O 14.41145 7.66931 -11.26173
O 19.58986 5.90691 -4.84261
O 15.95596 3.58658 -9.51825
N 15.32585 1.11438 -10.37387
N 15.05287 1.72740 -7.78333
N 20.42220 5.91037 -7.51232
N 13.95379 -3.69999 -2.20079
N 13.51081 -3.35408 -6.03547
N 14.16969 8.01247 -6.69454
N 13.47995 2.80411 -9.64810
N 22.22284 6.07981 -5.31706
N 12.66696 8.64064 -13.18985
N 20.97889 3.75836 -5.83924
C 14.28621 -0.00515 -10.52532
C 19.01284 6.35799 -7.91227
C 13.45255 -5.70430 -6.26460
C 12.71756 3.62640 -8.65585
C 15.18303 -2.94864 -2.16356
C 23.36849 6.49174 -6.20980
C 21.19161 5.41852 -8.65643
C 9.06282 0.20253 -10.13100
C 22.61488 6.28359 -3.91982
C 11.30912 5.60966 -4.37526
C 10.59742 7.92517 -12.04970
C 7.91521 1.92186 -8.98713
C 19.91527 2.88171 -6.24412
C 15.71930 6.48054 -6.54682
C 12.11690 8.27907 -11.92934
C 13.12468 7.16962 -11.48707
C 14.89536 -1.73693 -3.07826
C 13.15463 3.19608 -11.02372
C 13.31855 -0.18579 -3.68425
C 13.92266 -4.17617 -8.25734
C 14.29319 6.57900 -6.50899
C 22.30690 3.24316 -5.90220
C 16.29435 1.38263 -7.08108
C 13.13941 -4.41436 -6.95722
C 13.79686 1.06063 -7.21258
C 16.70639 0.83379 -10.84479
C 9.33843 2.41503 -9.06199
C 15.29208 6.95125 -10.37710
C 13.77264 -6.57943 -4.04490
C 13.60109 6.07204 -5.25361
C 9.94743 1.40862 -9.98457
C 16.27804 -3.83541 -2.70098
H 12.35344 0.25136 -3.42819
H 13.85695 6.10879 -7.39029
H 14.12572 -5.15761 -8.68587
H 14.08819 0.57764 -3.57050
H 10.18262 8.74482 -12.63639
H 13.39414 0.34233 -11.04646
H 23.93974 7.34781 -5.85074
H 16.18665 7.08534 -5.76971
H 13.19266 6.29749 -12.13736
H 13.56972 4.18863 -11.19876
H 13.16289 8.09254 -6.69958
H 11.72544 3.20418 -8.81558
H 14.01066 5.07157 -5.11436
H 8.85162 -0.04911 -11.17031
H 13.84517 6.57885 -4.31996
H 13.26550 -6.71205 -6.63548
H 14.02568 -7.54872 -4.47448
H 9.64107 2.40140 -8.01494
H 14.80097 -0.80124 -11.06325
H 23.09383 6.60973 -7.25801
H 14.05148 0.07063 -6.83422
H 16.36139 7.05986 -10.55847
H 13.40545 1.65193 -6.38477
H 16.07141 6.73853 -7.54561
H 12.65620 6.76528 -10.58978
H 13.65870 -2.44627 -6.45274
H 16.72558 0.50657 -7.56551
H 13.38116 -6.76619 -3.04492
H 10.50336 7.11431 -12.77202
H 15.02792 -2.09495 -4.09922
H 12.87229 -3.34238 -5.25301
H 20.17840 1.97766 -5.69497
H 18.95177 3.20724 -5.85197
H 16.98717 1.44347 -11.70360
H 11.33270 4.53353 -4.20360
H 23.02622 7.29292 -3.90809
H 13.34614 2.38726 -11.72888
H 20.89900 5.96628 -9.55221
H 12.71971 7.83008 -13.79010
H 18.61447 5.68820 -8.67436
H 11.56354 6.00924 -3.39357
H 10.93288 1.14303 -9.60189
H 24.15883 5.76011 -6.04193
H 16.20063 -4.74070 -2.09885
H 16.98364 -0.21715 -10.92723
H 21.05994 4.35332 -8.84650
H 14.05861 -0.40023 -9.53527
H 16.05885 -4.04773 -3.74738
H 15.61195 -0.92885 -2.93127
H 14.48928 8.19562 -5.75410
H 13.63211 8.88605 -13.02148
H 13.06181 -0.53782 -4.68338
H 13.80459 -3.69093 -3.19967
H 10.24301 5.76222 -4.54335
H 10.02886 1.75611 -11.01448
H 17.45233 1.14286 -10.11257
H 22.26904 5.57398 -8.60084
H 15.28974 -2.61691 -1.13076
H 15.91829 1.02559 -6.12233
H 13.15436 0.90605 -8.07940
H 14.92182 -3.83431 -7.98733
H 13.25095 -3.12827 -1.75442
H 12.06350 -4.24840 -7.01167
H 15.17187 5.91809 -10.70301
H 13.36831 -3.55283 -8.95894
H 19.90042 2.67461 -7.31416
H 9.37459 3.46211 -9.36270
H 12.17594 9.19294 -11.33819
H 15.99804 5.44810 -6.33600
H 18.35813 6.30729 -7.04227
H 15.02299 6.94857 -9.32084
H 23.42278 5.60984 -3.63442
H 17.25591 -3.54663 -2.31566
H 12.63192 4.67397 -8.94460
H 12.06911 3.19644 -11.12243
H 16.94093 2.23723 -6.88184
H 14.53677 -5.61500 -6.33231
H 14.81678 -6.31991 -3.87017
H 22.92167 3.66410 -6.69780
H 19.09590 7.39809 -8.22753
H 9.60496 -0.59272 -9.61939
H 22.17856 2.17068 -6.04854
H 22.84298 3.40018 -4.96622
H 21.74050 6.17340 -3.27841
H 13.11239 3.52838 -7.64462
H 10.03221 7.62938 -11.16588
*
```

***

Entry from the Open Molecules 2025 dataset: a 11-piece molecular cluster, C32H86O12 overall at a distorted geometry (the ωB97M-V functional and the def2-TZVPD basis).

- Energy above the lowest of the compared OMol25 structures with the same formula, charge and spin: 343.5 kcal/mol

The geometry in ORCA input format:
```
! RIJCOSX wB97M-V def2-TZVPD def2/J DEFGRID3
* xyz 0 1
O 0.29150 1.75485 0.40975
O 0.97850 -1.72515 -0.35525
O 2.71450 -1.90915 -2.56925
O -1.36950 -3.17315 -0.05925
O 3.88450 1.92585 3.72375
O -3.09150 -0.65115 0.18975
O 3.62650 5.41285 -0.62025
O 4.19850 -2.31915 3.69275
O -3.04250 2.11285 0.79275
O -2.19950 -2.85215 5.41475
O -0.90950 -1.02115 -6.73425
O -1.79250 4.38285 -0.59425
C 2.33650 3.68785 4.22075
C 2.52050 2.34685 3.47075
C 2.58550 -3.42215 2.42875
C -4.30350 -1.25415 -0.37925
C -3.72750 -3.10115 3.50075
C -1.78550 3.24985 2.68875
C -3.85350 1.90385 2.93375
C -2.53850 2.05585 2.17675
C 1.53750 1.25485 3.87875
C 1.02050 -0.48015 0.35175
C -3.91450 -1.45615 -1.77425
C -1.35650 -4.46115 -0.39425
C 0.00450 -1.30115 -4.55425
C -5.47750 -0.20715 -0.20025
C -1.27450 0.69685 -5.13425
C -2.65250 -5.07915 0.03275
C -0.31650 -0.35415 -5.63725
C -2.32350 4.45785 -1.89725
C -1.65850 5.54685 -2.65425
C -1.12150 -4.75615 -1.99325
C 5.05550 -4.08115 2.27675
C 0.18050 0.57185 -0.41425
C 2.35750 3.77785 -1.63725
C 4.33250 -0.45315 -2.04125
C -2.03350 3.00885 -2.53625
C -2.59150 -2.25815 4.22575
C -1.40950 -1.90515 3.25975
C 4.23050 3.31385 -0.00025
C 3.91050 -1.52815 -2.96225
C 3.86850 -3.56715 3.18475
C 3.89250 -1.01115 -4.48025
C 3.04750 4.21185 -0.36525
H -1.57650 3.14485 3.76075
H -3.23050 4.70085 -1.79125
H -0.65250 -1.12215 3.54475
H 4.75450 3.73985 0.81775
H -3.69550 -4.51115 -0.17625
H -2.79950 -6.17215 -0.27725
H -0.90550 -2.91315 3.06575
H 3.64550 -4.07415 4.13075
H 2.34550 4.12985 0.40175
H 1.82050 2.87485 -1.70925
H 3.65350 2.29985 0.30575
H -2.22550 3.58985 -0.25125
H -2.99950 2.45785 -2.31825
H -1.02650 -5.77515 -2.29125
H -0.50750 5.35885 -2.84725
H 3.98550 -1.95715 -5.01825
H 2.60350 -2.82015 -2.45825
H 1.49750 -1.54615 -0.95925
H -4.13250 -2.44615 2.63275
H -0.98350 1.30785 -4.46425
H 2.01750 -0.43215 0.39175
H -2.51250 -1.28615 0.41875
H -2.35750 0.45185 -4.90825
H 0.68850 0.77685 -1.35625
H -0.81250 3.25585 2.06875
H -2.29950 5.90485 -3.52825
H 3.04250 -0.35615 -4.66425
H 1.35150 3.91185 4.06675
H -0.55150 -2.72115 -0.12825
H -4.37650 2.88585 2.92375
H 4.48850 -0.65315 -1.17125
H 1.88950 -2.73015 3.20975
H 3.10850 4.28585 3.69175
H -0.03250 2.45785 -0.07825
H -3.47450 -0.52815 -2.14425
H -1.34650 1.32885 -5.93225
H 0.54450 0.24185 -6.15125
H -2.24850 4.16985 2.24875
H -0.30550 -1.53915 -7.17025
H -2.01050 1.31185 2.20675
H -3.11650 -2.19115 -1.80925
H -0.15750 -4.33015 -2.11525
H 4.88550 -0.39415 -4.66325
H -4.60850 -2.03915 0.16675
H -6.34850 -0.67515 -0.75525
H 1.78650 0.37085 3.18475
H 2.92750 4.02885 -2.57925
H -0.52050 -5.00315 0.18075
H -3.34450 -4.18315 3.24375
H 0.36550 1.63285 3.69275
H 0.37750 -2.27015 -4.87825
H -4.69550 -1.79115 -2.53125
H -4.61450 1.29385 2.45675
H -1.91250 -4.10515 -2.59725
H 1.62350 1.01985 4.99675
H -5.70450 0.11985 0.90175
H 5.32650 -0.08115 -2.42225
H 2.17450 -4.24515 2.21875
H -5.38550 0.72485 -0.78525
H 5.04750 -4.99115 1.94975
H -3.64850 1.50885 3.85175
H -2.87750 -1.31515 4.81875
H -2.00450 3.01885 -3.58725
H 2.37050 2.40885 2.28675
H -1.74850 -1.69515 2.12775
H 1.60650 4.43285 -1.86025
H 2.86950 -2.91915 1.74075
H -0.94050 -1.42415 -4.07125
H 0.57550 -0.77615 1.46975
H 2.90650 6.03385 -0.62625
H -0.80350 0.26185 -0.29625
H 4.73350 -2.50815 -2.77525
H 3.54750 -2.01115 4.36375
H -1.16350 2.58085 -2.13625
H 0.60250 -0.73515 -3.72125
H 3.00550 3.68985 5.11175
H -1.84650 6.43185 -2.08725
H -3.07750 1.08185 0.55675
H 5.47150 -3.37415 1.60675
H 4.88650 2.93885 -0.79825
H -1.58650 -2.18515 5.71975
H 3.71450 0.43385 -1.99125
H 4.25550 1.47785 3.08075
H -2.50550 -5.06415 1.08775
H -4.59050 -3.18415 4.31475
H 5.93650 -4.35015 2.99875
*
```